Entry 1:
70
Properties=species:S:1:pos:R:3 method="wB97M-V/def2-TZVPD" multiplicity=5 s_squared=6.01 e_lumo_ev="-0.432 / -0.457" gap_ev="7.36 / 7.34" energy_ev=-100901.9884 homo_ha="-0.2864 / -0.2864"
S -1.91072 -4.34765 -5.16085
C 0.41335 -4.42962 -0.72594
H 0.98069 7.83468 -0.80450
H 1.90510 -0.50546 0.17153
C -0.55376 -3.48551 -0.37118
C -0.47250 -0.43503 -2.57171
C 0.40141 -7.04985 -3.44434
C -0.78906 6.27715 2.25204
C -1.77794 -0.92404 -2.46064
C -0.07514 3.97202 1.58866
H 0.81296 -8.01018 -3.73772
H 2.71740 2.27045 0.77573
C -2.56737 0.30186 1.09111
C -1.17161 0.23239 3.30289
H 1.40764 -6.99533 -1.52839
H -1.52247 -3.50515 -0.84615
C 0.49071 7.38690 0.04854
H 1.04857 5.37121 -0.43130
C 0.02715 0.33679 -1.54481
H 3.37375 1.16824 3.00225
H -0.89591 -1.69720 0.74788
H 2.89864 -3.18879 1.19198
H 2.65277 -0.33058 2.41410
Cr 0.21693 1.15905 1.11457
H -1.35679 8.29500 2.74353
N 1.04950 -2.31121 0.94593
H -1.64061 0.73856 4.14627
C -0.19139 -2.46989 0.48601
C 2.85353 1.19517 0.89251
H 0.14040 -0.70716 -3.42046
C 0.38728 0.12785 3.56053
H 1.19469 2.05295 3.29497
N -0.39625 -6.46483 -4.31736
C 2.58777 0.75818 2.36545
H 2.39540 -5.13306 -0.25844
Cl -0.23896 9.90472 0.69635
C -0.83242 7.64726 2.05524
N 1.86387 0.50359 0.04161
H 1.48660 1.93053 -1.44996
H 0.72842 -0.84205 3.19750
H -2.17301 -1.59358 -3.22270
C 0.52650 6.01849 0.25955
N -1.60012 0.90973 2.04563
O -0.90415 -3.95312 -6.12632
N -0.70054 -4.70195 -2.78971
N -0.76207 0.61039 -0.49450
C -0.11051 5.45578 1.35931
O -0.67691 3.49463 2.57453
H -2.88350 -0.67627 1.46255
C 0.73351 -6.49581 -2.20944
H 3.89304 0.94034 0.66003
H -3.51972 -1.11011 -1.21908
H -1.81433 1.88411 2.25465
C 1.90848 -3.31221 0.76773
H -3.46532 0.91880 1.03872
C 1.62531 -4.40118 -0.05246
O 0.58863 3.27009 0.75714
O -2.90742 -5.28279 -5.62061
O -2.43879 -3.23596 -4.37868
H 2.12872 0.40483 -2.09769
C 0.13354 -5.28516 -1.92206
C 1.46505 0.84325 -1.35023
C -1.97881 0.10409 -0.31955
H -1.28153 5.82611 3.10255
C -0.91584 -5.29108 -3.95494
C -0.18973 8.18735 0.95237
H -1.54387 -0.79323 3.28781
N 1.23253 1.13432 2.86699
C -2.54143 -0.66040 -1.32880
H 0.53068 0.15857 4.64382

Entry 2:
14
Properties=species:S:1:pos:R:3 method="wB97M-V/def2-TZVPD" smiles="C=C(C)CC=S" e_lumo_ev=-0.395 gap_ev=8.38 energy_ev=-16147.1443 homo_ha=-0.3223
H 0.11503 2.87719 -0.37365
H -0.59130 1.61172 1.99681
C -0.49738 0.58225 1.30909
C -0.03480 -2.11331 -0.30663
C 0.26854 1.88357 -0.79165
H -0.09692 -0.63405 -1.80096
H 0.09724 -0.03088 2.03075
C 0.26417 -0.67193 -0.81984
H -1.41803 0.15314 1.34860
H 0.49871 1.67705 -1.78649
S 0.58496 -2.68737 1.07131
H 1.45905 -0.60192 -0.85401
H -0.57398 -2.77811 -0.89272
C -0.07529 0.73264 -0.13059

Entry 3:
16
Properties=species:S:1:pos:R:3 method="wB97M-V/def2-TZVPD" e_lumo_ev=0.553 gap_ev=10.32 energy_ev=-8401.0856 homo_ha=-0.3591
H -0.86396 1.05406 -0.78409
C -1.52646 -0.77784 0.16780
H -1.97105 -1.21347 -0.73384
H 1.57238 1.67270 0.00757
C 0.19377 0.88122 1.06090
H 1.03542 -1.44765 -0.26895
H -0.59822 1.24107 1.72756
O 1.73568 0.35171 -1.32578
H 0.22654 -0.97658 -1.89822
O 1.01245 1.97235 0.75010
C -0.44253 0.23811 -0.17673
H 1.72031 -0.84155 -0.57865
H -2.32932 -0.30231 0.73859
C 0.62212 -0.34534 -1.08149
H 0.73915 0.09088 1.61694
H -1.12627 -1.59736 0.77831

Entry 4:
110
Properties=species:S:1:pos:R:3 method="wB97M-V/def2-TZVPD" total_charge=+1 e_lumo_ev=-1.456 gap_ev=8.64 energy_ev=-68412.2106 homo_ha=-0.3711
H -6.24506 -1.16930 1.02757
N -3.54938 -2.11079 2.65148
H -3.10368 3.13504 -3.60146
O 3.49933 2.07950 0.12372
H 1.69669 -2.96093 -1.91703
C 3.49947 3.72884 -1.57857
H -1.03389 -5.08452 0.84823
H -0.09697 0.15539 2.73206
N -1.50711 1.59436 -0.51824
C 1.45904 -4.01624 0.77648
C -2.48410 0.87886 -1.12566
H 2.42112 2.87167 2.47489
C 1.79037 -2.20966 -3.91838
H 1.90751 -3.17823 -4.39708
N 0.90924 -3.10457 2.74062
H 3.13199 0.37971 -3.32787
C 3.46529 -0.02331 -2.37480
N -0.98275 -1.70391 -1.95823
H 3.74001 4.77345 -1.79905
H -1.03273 0.90448 -3.94736
H 0.41167 4.11988 -2.62416
H 0.12104 3.18159 3.18673
C 0.79719 4.89355 -0.72181
C -2.27017 -2.18978 2.23653
H 5.75405 -2.16051 1.20392
O 1.57504 1.02958 2.02808
H -5.51245 -2.69915 2.65128
H -4.58734 -3.38383 1.31935
H -4.87785 1.53095 -3.48611
H -4.05903 -0.55292 -2.45207
H 1.62815 1.74910 -1.37418
H 2.97748 4.05821 0.50158
C 3.89486 -3.11898 0.80571
N -4.53005 -0.09247 1.52461
C 2.68985 1.80800 2.42273
N -3.44701 0.24460 -0.46125
C 3.69326 3.46562 -0.08295
H 0.00066 2.86133 0.83915
C -1.63451 1.56908 -3.31805
H -2.79986 -3.57447 0.61549
C 0.44791 -3.84301 1.68160
N -2.46432 0.76553 -2.45410
H 3.03896 1.48847 3.41241
C 2.59903 -3.33087 1.27894
H 4.21571 -3.56236 -0.12436
C -4.62841 0.05485 2.95577
H -1.35253 -4.62376 2.53004
C -0.97603 -4.26773 1.56875
C 2.32685 -2.28260 -2.49305
C 1.26341 4.47966 -2.03604
H -2.92017 -0.74441 4.06836
H 3.97141 0.51612 1.28459
H 2.76478 -1.54981 4.20882
C -0.38784 2.28937 2.81720
O 2.19551 3.40647 -2.02507
N -1.29653 -2.35616 0.03329
N -2.65041 1.23993 1.52844
H 2.33399 -1.47786 -4.50923
H 3.70219 0.79647 -1.70510
C -2.54279 2.41859 -4.22291
C -3.42594 -0.04261 -3.17358
C -5.15833 -1.28840 1.01530
C -4.73639 -2.48441 1.91203
C 4.74756 -2.33819 1.55256
H 5.04826 -1.17351 3.32628
C -1.66416 1.74572 0.80957
H -4.89770 0.25670 -4.74044
O -3.42745 1.60956 -4.95133
H 0.33242 -2.76135 3.49114
H -1.94941 2.96452 -4.95842
N -0.73276 2.50051 1.43268
H -2.87247 -0.77970 -3.76315
C -3.86158 -1.09867 3.64967
H 0.28514 -1.30752 1.01372
H 0.88175 0.95772 3.98056
H -4.20728 1.02013 3.23003
H 1.42756 0.83583 0.00755
C -0.02451 -1.13387 -1.19727
N 1.04826 1.00947 -0.93759
H 3.33119 -2.70819 -2.50951
C 2.40578 -0.93401 -1.75857
H 4.37795 -0.58723 -2.54609
N -1.73043 -2.42829 -1.21940
H -5.68871 0.03078 3.21865
C 0.50194 1.03952 2.95629
H 0.07911 5.55610 1.30174
C -1.91856 -3.12662 1.07484
C -3.50212 0.46458 0.84901
H 4.71160 3.75815 0.20389
C -0.21795 -1.54854 0.10440
H 4.17487 3.07985 -2.14238
H 0.76113 0.02954 -2.76859
H 0.01324 1.35211 -0.83028
C 1.03407 -0.24018 -1.74594
H -0.99533 2.21283 -2.71596
H -4.82283 -1.42185 -0.01332
H -4.46154 -1.55396 4.44066
H 2.68807 -1.14861 -0.72089
C 3.81311 1.59132 1.40859
C 3.07575 -1.97502 3.26614
H 4.73424 2.05144 1.78426
C -4.25637 0.85634 -4.09451
C 0.42528 5.23084 0.36548
O -1.37463 -1.58457 2.80754
H 1.69786 5.35093 -2.54695
H 0.73159 -1.96447 -3.92205
C 2.20676 -2.75427 2.51280
H -1.30543 2.13477 3.38371
C 4.34421 -1.77221 2.76714
H 1.40308 -4.57910 -0.13420

Entry 5:
75
Properties=species:S:1:pos:R:3 method="wB97M-V/def2-TZVPD" e_lumo_ev=-0.756 gap_ev=6.55 energy_ev=-84377.4731 homo_ha=-0.2684
C 2.60310 -5.60494 -0.53933
C -4.53849 2.38769 0.30971
H 2.39380 2.84030 -1.53606
H 4.34532 0.24529 1.50122
H 5.01070 0.24944 -2.23671
C 3.15958 2.28716 -2.08693
H 3.13812 2.62830 -3.12520
C -5.28662 3.50654 -0.02945
H -2.79740 -1.33164 1.38146
C -6.12106 4.09112 0.90663
C 2.62577 -1.50436 -0.26165
H -2.33711 -1.97250 -1.04263
C 2.57571 -4.19528 -0.43449
H 0.70370 -0.43342 2.44836
H 4.10921 0.30451 -3.74973
C -0.98556 -3.39971 1.83412
C 5.01778 -5.53536 -0.49197
H 1.66052 -6.13544 -0.59212
H -4.07163 0.95925 1.83527
H -7.35819 5.08162 2.96320
H 5.10310 0.16326 -0.09158
C 4.04874 0.01658 -2.69530
H 5.93484 -3.60365 -0.34322
S -3.43785 1.67393 -0.87263
H -1.20471 -3.60169 2.88771
C 0.44879 -1.48714 2.58651
P 2.65936 0.34582 -0.21544
H 5.95621 -6.07377 -0.51883
C 1.60790 0.47127 -2.81240
H 0.15941 -1.62477 3.63181
C 3.80142 -6.25698 -0.56510
H -6.90483 3.91364 4.09326
C -0.73314 5.59763 -0.86824
C 5.01588 -4.17424 -0.39360
H 0.74989 1.02016 -2.42287
C -1.95562 -1.10660 2.03714
H -1.86008 -3.70184 1.25355
H -6.71210 4.95957 0.63901
P -0.23913 -1.37836 -0.07131
C 2.89543 0.77663 -2.03997
H -0.65841 6.64515 -1.11100
H -1.76767 -0.03331 1.96017
H 1.37087 -0.59659 -2.79320
H -5.55021 2.00220 3.51422
H 4.13861 2.53738 -1.67447
C 3.78693 -3.47611 -0.36310
C -6.21502 3.56696 2.19690
H -5.21760 3.90112 -1.03444
C 0.20797 4.78455 -0.35413
C -5.46656 2.43022 2.52164
H 4.48572 1.72217 0.54129
O -3.73546 2.30768 -2.13391
C -1.31901 -2.33953 -1.18015
N 1.38503 -3.54768 -0.38029
C -4.63612 1.84777 1.58605
H -1.02623 -2.13544 -2.21093
C -0.70511 -1.90799 1.66921
Ag 0.21119 1.17174 0.10730
H 1.21546 5.08380 -0.09879
N -7.07225 4.13292 3.12739
N -0.16200 3.47368 -0.15836
H -1.24766 -3.40861 -0.98872
H 1.73710 0.76498 -3.85754
C -1.42411 3.26122 -0.50982
S -2.18780 4.70218 -1.14914
H -0.14141 -4.01902 1.53257
H -2.24508 -1.34401 3.06573
H 3.82733 -7.33639 -0.63934
H 1.34901 -2.08118 2.40577
H 3.90341 -1.06325 -2.65327
C 4.32213 0.64721 0.48805
C 1.38814 -2.24174 -0.28072
N 3.78189 -2.12131 -0.28673
N -1.95598 2.03061 -0.35494
O -3.55784 0.24061 -0.77545

Entry 6:
13
Properties=species:S:1:pos:R:3 method="wB97M-V/def2-TZVPD" e_lumo_ev=-0.261 gap_ev=9.41 energy_ev=-6779.5315 homo_ha=-0.3554
N 3.18845 -0.88455 0.05982
H 0.04742 -1.94920 -0.07911
H -2.10826 -1.79402 -0.52658
C -0.22564 -0.84321 -0.14821
C -1.72512 -0.73698 -0.00005
C 2.06670 -0.58145 -0.06119
C 0.79401 -0.01815 -0.05704
H 1.51589 2.04821 -1.24221
H -2.11109 0.49268 -0.40134
H 0.93208 2.05835 1.37365
C 0.58039 1.49433 -0.01217
H -0.96879 1.50741 -0.26117
H -1.98603 -0.79341 1.35559